[1]
This record from the OMol25 dataset describes C41H39IrOP2S2Si as an isolated structure in a non-equilibrium geometry. The level of theory is ωB97M-V/def2-TZVPD.

```
87
Properties=species:S:1:pos:R:3:forces:R:3
Ir 0.359 0.579 0.000 -0.05 -0.33 -0.70
S 2.592 0.727 0.877 -1.35 0.21 -0.89
P 2.258 -1.289 0.689 0.31 -1.12 0.91
C 0.967 -1.511 -0.447 0.12 2.64 0.18
P 1.153 -1.150 -2.142 -0.19 -0.93 -0.80
S 0.703 0.835 -2.369 -0.12 0.17 1.99
C -0.112 -2.075 -3.024 0.05 -0.01 0.07
C -0.912 -2.978 -2.330 0.09 0.01 -0.07
C -1.942 -3.629 -2.994 0.00 -0.01 -0.02
C -2.167 -3.379 -4.339 -0.01 -0.01 0.05
C -1.374 -2.468 -5.028 0.02 0.04 -0.08
C -0.348 -1.811 -4.375 0.03 -0.02 0.10
C 2.741 -1.423 -2.948 -0.11 -0.04 0.16
C 2.906 -2.416 -3.909 0.01 0.05 0.06
C 4.136 -2.553 -4.537 0.06 -0.03 0.00
C 5.189 -1.718 -4.193 -0.02 -0.02 0.02
C 5.033 -0.756 -3.201 0.02 -0.01 -0.01
C 3.809 -0.602 -2.578 0.00 0.01 -0.12
C 3.841 -2.107 0.433 -0.16 0.06 -0.16
C 4.932 -1.654 1.174 -0.05 -0.03 -0.10
C 6.177 -2.222 0.967 0.02 0.00 0.03
C 6.335 -3.216 0.008 -0.03 0.02 0.03
C 5.245 -3.671 -0.721 0.05 -0.08 0.02
C 3.990 -3.125 -0.502 -0.06 -0.03 0.13
C 1.613 -1.854 2.284 0.08 0.09 -0.02
C 2.294 -2.789 3.056 -0.02 0.03 -0.09
C 1.778 -3.168 4.288 -0.01 -0.04 0.03
C 0.591 -2.620 4.746 0.01 -0.02 -0.02
C -0.091 -1.685 3.976 -0.04 0.04 -0.02
C 0.420 -1.303 2.750 0.14 -0.07 -0.02
H -0.721 -3.155 -1.280 -0.07 -0.01 0.01
H -2.572 -4.326 -2.458 0.01 -0.03 0.00
H -2.967 -3.893 -4.855 -0.02 0.02 -0.01
H -1.566 -2.265 -6.073 0.01 -0.01 -0.01
H 0.270 -1.091 -4.900 -0.04 0.00 -0.07
H 2.080 -3.067 -4.166 0.02 0.00 -0.06
H 4.276 -3.305 -5.302 -0.04 -0.02 0.00
H 6.137 -1.812 -4.704 0.02 -0.03 0.02
H 5.869 -0.126 -2.927 -0.02 0.04 0.02
H 3.672 0.157 -1.817 0.03 0.04 -0.04
H 4.800 -0.867 1.908 0.07 0.01 0.01
H 7.026 -1.896 1.552 0.01 0.05 -0.02
H 7.314 -3.644 -0.162 0.00 -0.02 -0.01
H 5.379 -4.458 -1.450 -0.05 0.00 -0.02
H 3.129 -3.492 -1.047 0.03 -0.01 -0.05
H 3.217 -3.225 2.696 0.01 -0.01 0.04
H 2.306 -3.895 4.890 0.01 -0.01 -0.01
H 0.189 -2.926 5.702 0.01 0.01 0.02
H -1.018 -1.256 4.331 0.00 0.01 0.00
H -0.123 -0.573 2.155 -0.10 -0.04 0.12
C -2.435 2.854 -1.755 0.19 0.49 -0.28
C -2.043 3.590 -0.477 -0.31 -1.62 1.46
C -2.851 4.858 -0.249 0.23 0.21 -0.35
C -0.542 3.843 -0.414 -0.21 0.39 -0.47
Si -2.434 2.286 0.972 -0.52 2.61 -1.27
O -1.397 1.062 0.683 1.75 -1.60 -0.40
C -2.013 3.147 2.585 -0.10 -0.77 0.09
C -0.666 3.309 2.926 -0.10 -0.05 0.08
C -0.297 3.805 4.168 0.03 0.07 -0.08
C -1.274 4.138 5.096 0.03 -0.05 -0.02
C -2.614 3.973 4.778 -0.05 0.13 0.00
C -2.981 3.489 3.530 0.06 -0.03 0.02
C -4.189 1.684 0.750 0.33 -0.38 0.47
C -5.322 2.474 0.952 0.00 0.03 0.01
C -6.594 1.926 0.865 -0.05 0.03 -0.08
C -6.755 0.579 0.575 0.06 -0.05 0.02
C -5.641 -0.220 0.363 0.04 0.00 -0.10
C -4.370 0.330 0.445 -0.07 0.11 0.05
H -2.199 3.474 -2.630 -0.03 -0.06 -0.05
H -3.501 2.629 -1.783 0.00 -0.02 0.01
H -1.879 1.920 -1.858 -0.09 -0.03 -0.05
H -2.592 5.602 -1.012 -0.08 0.04 0.02
H -2.640 5.307 0.724 -0.02 -0.03 0.03
H -3.922 4.672 -0.331 0.00 -0.01 0.01
H -0.196 4.302 -1.349 0.10 0.01 0.04
H 0.031 2.905 -0.309 0.11 0.14 0.00
H -0.274 4.506 0.408 0.05 -0.05 0.04
H 0.105 3.019 2.220 0.06 0.01 0.05
H 0.750 3.927 4.411 0.00 0.00 0.02
H -0.987 4.511 6.071 -0.02 0.01 0.01
H -3.374 4.217 5.509 -0.01 0.02 -0.01
H -4.032 3.355 3.303 -0.01 -0.04 0.02
H -5.222 3.530 1.175 0.00 -0.01 0.06
H -7.464 2.550 1.023 0.01 0.02 0.01
H -7.746 0.148 0.518 -0.02 0.02 0.00
H -5.758 -1.271 0.133 -0.03 0.00 0.00
H -3.497 -0.289 0.276 -0.04 -0.09 0.03
```
Forces are in eV/Å.

Calculated values
ΔE to the lowest compared entry with this formula, charge and spin in kJ/mol: 145.3
Spin multiplicity: 2
⟨S²⟩: 0.762
LUMO level (alpha / beta) in eV: -4.894 / -4.705
HOMO (alpha / beta) in eV: -10.6 / -10.6
Total charge: +1

***

[2]
This record from the OMol25 dataset describes a 7-piece molecular cluster, C41H39NO24Si overall. The level of theory is ωB97M-V/def2-TZVPD.

```
106
Properties=species:S:1:pos:R:3:forces:R:3
C 5.031 -1.914 -4.247 0.01 0.12 -0.03
C 4.623 -1.015 -5.426 -0.12 -0.04 0.09
C 3.227 -0.396 -5.245 0.05 -0.07 -0.03
Si 1.855 -1.681 -5.252 -0.01 0.01 0.00
C 0.146 -0.939 -5.511 -0.10 -0.16 0.12
C -0.955 -1.769 -4.831 0.02 0.04 -0.04
N -1.095 -3.136 -5.326 -0.02 -0.04 0.08
H 4.878 -2.971 -4.471 -0.06 0.03 0.03
H 6.084 -1.785 -3.992 0.00 -0.06 -0.05
H 4.449 -1.666 -3.355 0.05 -0.03 0.01
H 4.618 -1.611 -6.340 0.14 0.09 -0.02
H 5.362 -0.222 -5.564 -0.04 0.00 0.01
H 3.027 0.327 -6.043 -0.03 -0.02 0.03
H 3.188 0.157 -4.299 -0.04 0.03 -0.05
H 1.833 -2.427 -3.963 0.01 0.00 -0.01
H 2.164 -2.679 -6.314 0.00 0.01 0.00
H -0.071 -0.879 -6.583 0.04 0.08 0.02
H 0.126 0.083 -5.123 0.05 0.00 -0.07
H -1.920 -1.262 -4.937 0.02 -0.01 -0.04
H -0.758 -1.830 -3.757 -0.04 0.02 -0.02
H -0.403 -3.749 -4.915 0.04 0.02 -0.04
H -0.983 -3.178 -6.332 -0.02 0.01 0.00
C -1.600 1.979 -2.767 0.00 0.00 -0.02
C -2.070 2.079 -1.514 -0.01 0.00 0.02
C -1.193 2.498 -0.348 0.07 0.00 0.02
O -1.746 2.542 0.744 -0.07 -0.02 -0.08
C 0.191 2.806 -0.574 -0.02 0.01 0.02
C 0.663 2.705 -1.827 0.01 0.00 -0.03
C -0.209 2.283 -2.998 0.03 -0.05 0.01
O 0.350 2.217 -4.079 0.02 0.06 0.00
O 1.916 2.944 -2.167 -0.03 0.00 0.02
O -3.320 1.819 -1.172 0.03 0.01 -0.02
H -2.215 1.674 -3.601 -0.01 0.00 0.01
H 0.808 3.085 0.268 0.01 0.00 -0.01
H 1.964 2.784 -3.133 0.00 -0.01 -0.02
H -3.375 1.970 -0.207 0.00 0.00 0.02
C -2.780 5.873 5.799 0.01 0.01 0.02
C -3.822 5.908 4.955 -0.02 -0.01 -0.02
C -3.795 5.241 3.589 -0.01 0.00 0.03
O -4.815 5.342 2.929 0.00 0.01 0.00
C -2.601 4.549 3.171 -0.01 0.00 -0.02
C -1.557 4.518 4.012 0.02 0.00 0.01
C -1.587 5.174 5.382 0.01 -0.01 0.00
O -0.574 5.062 6.051 0.01 0.00 -0.01
O -0.404 3.924 3.744 -0.04 0.01 0.00
O -4.968 6.516 5.218 -0.03 0.05 0.01
H -2.796 6.343 6.772 -0.01 0.00 0.00
H -2.580 4.070 2.204 0.01 0.00 0.01
H 0.149 4.059 4.541 0.01 0.00 0.02
H -5.531 6.382 4.426 0.00 0.00 -0.02
C -9.128 8.282 6.154 0.01 0.01 -0.04
C -9.532 8.309 7.433 -0.02 0.00 0.03
C -8.646 8.807 8.564 0.00 0.00 0.00
O -9.143 8.784 9.676 -0.01 -0.01 0.00
C -7.311 9.260 8.260 -0.01 0.00 0.03
C -6.904 9.229 6.982 0.02 -0.02 -0.02
C -7.797 8.748 5.849 0.05 -0.01 0.01
O -7.308 8.789 4.733 0.02 -0.06 -0.01
O -5.705 9.611 6.579 -0.04 0.00 0.03
O -10.725 7.914 7.841 0.03 0.01 -0.03
H -9.755 7.933 5.347 -0.01 0.00 0.01
H -6.681 9.604 9.068 0.01 0.00 -0.01
H -5.691 9.458 5.611 0.00 -0.01 -0.02
H -10.728 8.053 8.812 0.00 0.00 0.02
C 0.503 -1.996 1.977 0.01 0.02 -0.02
C 0.222 -2.839 2.981 0.00 -0.04 0.03
C -0.719 -2.474 4.115 0.03 -0.04 -0.03
O -0.897 -3.341 4.952 -0.06 0.04 0.07
C -1.323 -1.165 4.125 -0.02 -0.03 0.05
C -1.041 -0.313 3.125 0.02 0.03 -0.05
C -0.110 -0.687 1.982 0.00 0.00 0.00
O 0.065 0.156 1.120 0.00 0.00 0.01
O -1.549 0.903 3.049 0.03 -0.06 0.07
O 0.723 -4.059 3.084 0.04 -0.04 0.03
H 1.169 -2.252 1.165 0.00 -0.01 0.00
H -1.988 -0.907 4.937 0.00 0.01 -0.01
H -1.205 1.344 2.244 -0.04 0.04 -0.04
H 0.356 -4.446 3.910 -0.09 0.05 0.02
C 6.371 -4.609 -10.383 0.01 -0.01 -0.02
C 5.765 -4.432 -9.199 -0.02 0.01 0.02
C 6.448 -3.755 -8.021 -0.03 0.00 -0.02
O 5.781 -3.657 -7.006 0.02 -0.06 0.00
C 7.802 -3.280 -8.172 -0.01 0.00 0.03
C 8.408 -3.456 -9.356 0.02 0.00 -0.02
C 7.724 -4.132 -10.536 0.01 0.00 0.00
O 8.389 -4.221 -11.553 0.01 0.00 0.01
O 9.643 -3.068 -9.622 -0.04 0.00 0.02
O 4.529 -4.819 -8.935 0.03 0.01 -0.02
H 5.890 -5.089 -11.223 -0.01 0.00 0.01
H 8.283 -2.800 -7.332 0.01 0.00 -0.01
H 9.803 -3.327 -10.554 0.00 -0.01 -0.02
H 4.360 -4.552 -8.007 0.00 0.00 0.02
C 2.130 -6.957 3.931 0.11 0.05 -0.09
C 1.118 -7.250 4.758 -0.05 0.02 0.02
C 0.708 -8.672 5.089 0.01 0.00 0.01
O -0.229 -8.792 5.859 -0.01 0.01 0.00
C 1.436 -9.763 4.485 -0.03 -0.01 0.02
C 2.445 -9.473 3.650 0.02 0.00 -0.03
C 2.854 -8.046 3.319 -0.03 -0.07 0.04
O 3.784 -7.923 2.542 0.01 -0.01 0.01
O 3.180 -10.384 3.032 -0.03 0.02 0.03
O 0.376 -6.327 5.356 0.06 0.01 -0.09
H 2.414 -5.942 3.692 0.01 -0.01 -0.01
H 1.143 -10.777 4.720 0.01 0.00 -0.01
H 3.827 -9.880 2.497 0.01 0.01 -0.01
H -0.286 -6.813 5.889 -0.03 0.00 0.01
```
Forces are in eV/Å.

Calculated values
SMILES: O=C1C=C(O)C(=O)C=C1O.O=C1C=C(O)C(=O)C=C1O.O=C1C=C(O)C(=O)C=C1O.O=C1C=C(O)C(=O)C=C1O.O=C1C=C(O)C(=O)C=C1O.O=C1C=C(O)C(=O)C=C1O.CCC[SiH2]CCN
LUMO level in eV: -1.746
HOMO in eV: -9.2